# 1
Below is C4H6N2O2 in the gas phase in a non-equilibrium geometry, with properties calculated with ωB97M-V/def2-TZVPD.

Structure (ORCA input):
```
! RIJCOSX wB97M-V def2-TZVPD def2/J DEFGRID3
* xyz 0 1
O 0.38 1.00 -1.45
O -1.22 -0.66 -1.80
N -0.67 -1.94 0.48
N 0.40 -0.14 1.28
C -0.02 -0.06 -1.15
C -0.02 -0.80 0.25
C 1.31 1.11 1.08
C -0.03 1.35 1.32
H -0.56 1.78 0.47
H 1.90 1.12 1.91
H 1.90 1.08 0.10
H -1.39 -1.60 -1.28
H -0.33 -2.22 1.40
H -0.46 2.02 2.08
*
```

The HOMO-LUMO gap is 9.9 eV. Its electronic energy is -11316.440 eV. The energy above the lowest of the compared OMol25 structures with the same formula, charge and spin is 4.6018 eV. The SMILES is [H]/N=C(/C(=O)O)N1CC1. For the lowest unoccupied orbital energy, the calculation gives -0.1 eV. As for the molecular weight: 114.10 g mol⁻¹.

Atomic charges from the Mulliken analysis, expressed in e, are listed below: number 1, O, carries -0.4376; number 2, O, carries -0.5627; number 3, N, carries -0.7942; number 4, N, carries -0.4989; number 5, C, carries 0.4104; number 6, C, carries 0.7495; number 7, C, carries -0.2797; number 8, C, carries -0.3545; number 9, H, carries 0.2351; number 10, H, carries 0.3233; number 11, H, carries 0.1911; number 12, H, carries 0.4433; number 13, H, carries 0.3149; number 14, H, carries 0.2599

# 2
Below is a molecular structure, C4H6N2O2 in a non-equilibrium geometry, with properties calculated with ωB97M-V/def2-TZVPD.

Structure (ORCA input):
```
! RIJCOSX wB97M-V def2-TZVPD def2/J DEFGRID3
* xyz 0 1
O 2.25 1.22 -0.92
O 2.29 -0.81 0.07
N 0.04 0.35 -0.22
N 1.23 1.24 1.39
C -0.68 -0.64 -0.57
C 1.77 0.26 -0.09
C -2.01 -0.98 0.00
C 0.05 1.19 1.00
H -0.86 1.74 1.25
H -0.24 -1.32 -1.30
H -2.37 -0.23 0.70
H -2.73 -1.11 -0.80
H -1.95 -1.95 0.51
H 3.20 1.06 -1.01
*
```

The HOMO-LUMO gap is 9.1 eV. Its electronic energy is -11317.652 eV. The energy above the lowest of the compared OMol25 structures with the same formula, charge and spin is 3.3901 eV. For the lowest unoccupied orbital energy, the calculation gives 0.0 eV. As for the molecular weight: 114.10 g mol⁻¹.

Atomic charges from the Mulliken analysis, expressed in e, are listed below: number 1, O, carries -0.4729; number 2, O, carries -0.5930; number 3, N, carries -0.0870; number 4, N, carries -0.5406; number 5, C, carries 0.1940; number 6, C, carries 0.7716; number 7, C, carries -1.0249; number 8, C, carries -0.1922; number 9, H, carries 0.3310; number 10, H, carries 0.3907; number 11, H, carries 0.2813; number 12, H, carries 0.3221; number 13, H, carries 0.2753; number 14, H, carries 0.3445